No. 1
{
  "formula": "C5H20InN10O5",
  "method": "ωB97M-V/def2-TZVPD",
  "homo_energy_ev": -16.198,
  "total_charge": 3,
  "relative_energy_kcal_mol": 257.1,
  "e_tot_ev": -35789.9011,
  "gap_ev": 1.33,
  "spin_multiplicity": 1,
  "lumo_ha": -0.546,
  "fmax_ev_per_a": 7.692,
  "species": ["In", "C", "O", "N", "N", "H", "H", "H", "H", "C", "O", "N", "N", "H", "H", "H", "H", "C", "O", "N", "N", "H", "H", "H", "H", "C", "O", "N", "N", "H", "H", "H", "H", "C", "O", "N", "N", "H", "H", "H", "H"],
  "coordinates": [[2.124, 0.746, -1.211], [1.804, -0.650, 5.033], [2.112, -0.835, 3.840], [0.896, 0.202, 5.434], [2.246, -1.199, 6.143], [0.474, 0.808, 4.745], [0.768, 0.258, 6.434], [1.923, -1.002, 7.080], [2.815, -2.001, 5.911], [-3.047, -1.798, 0.821], [-2.042, -1.841, 0.128], [-3.708, -2.779, 1.306], [-3.641, -0.734, 1.160], [-3.585, -3.725, 0.972], [-4.464, -2.446, 1.887], [-4.379, -0.730, 1.849], [-3.088, 0.109, 1.117], [-3.268, 2.421, -4.386], [-2.217, 2.259, -3.833], [-3.458, 3.228, -5.369], [-4.377, 1.938, -3.929], [-2.703, 3.858, -5.600], [-4.413, 3.410, -5.644], [-5.221, 2.132, -4.449], [-4.289, 1.604, -2.979], [-0.453, -3.259, -5.567], [0.277, -2.520, -4.965], [-0.383, -3.414, -6.855], [-1.256, -4.107, -5.044], [0.518, -3.251, -7.282], [-0.977, -4.078, -7.331], [-1.699, -4.866, -5.542], [-1.418, -4.006, -4.052], [5.972, 3.126, 3.238], [5.576, 2.829, 2.156], [6.160, 2.355, 4.320], [6.011, 4.351, 3.602], [6.198, 2.604, 5.298], [6.134, 1.374, 4.083], [5.721, 5.068, 2.953], [6.359, 4.558, 4.527]],
  "forces_ev_per_angstrom": [[0.052, -0.063, -0.047], [-0.431, 0.163, -1.357], [0.267, -0.019, 1.319], [-2.585, 2.697, -0.717], [3.023, -3.348, -0.026], [-0.239, 0.142, 0.561], [-0.616, 0.886, -0.529], [0.284, -0.280, -0.322], [0.284, -0.201, 1.097], [1.958, -1.573, -1.768], [1.496, -0.185, -0.807], [-1.593, -4.472, 1.116], [-1.388, 7.450, 1.318], [-0.215, 0.054, 0.421], [-0.132, -1.668, -0.007], [0.208, 0.271, -0.185], [-0.359, 0.160, -0.084], [0.534, 0.018, 0.770], [3.070, -0.398, 1.423], [0.089, 2.562, -3.656], [-2.679, -2.139, 1.489], [-0.241, -0.010, -0.452], [0.445, 0.600, -0.291], [-0.322, -0.292, 0.947], [-0.906, -0.348, -0.237], [0.432, -1.308, -1.642], [1.811, 2.629, 2.212], [1.181, 0.273, -4.308], [-3.191, -2.024, 3.928], [-0.187, 0.331, -0.208], [0.051, 0.258, -0.081], [0.172, 0.143, 0.201], [-0.278, -0.310, -0.090], [-0.760, -0.185, 1.573], [-0.695, -2.224, -2.816], [0.654, -3.584, -0.051], [0.745, 5.060, 1.105], [-0.065, 0.288, -0.337], [0.085, -0.185, 0.547], [0.283, 0.169, 0.216], [-0.243, 0.662, -0.226]]
}


No. 2
{
  "formula": "C6H15N2O5",
  "method": "ωB97M-V/def2-TZVPD",
  "homo_energy_ev": [-11.434, -10.844],
  "total_charge": 1,
  "relative_energy_kcal_mol": 235.7,
  "e_tot_ev": -19664.8693,
  "gap_ev": [7.99, 7.40],
  "spin_multiplicity": 1,
  "lumo_ha": [-0.126, -0.127],
  "fmax_ev_per_a": 3.456,
  "species": ["C", "C", "C", "C", "C", "C", "N", "N", "O", "O", "O", "O", "O", "H", "H", "H", "H", "H", "H", "H", "H", "H", "H", "H", "H", "H", "H", "H"],
  "coordinates": [[-1.509, -0.222, -0.031], [-1.958, -0.357, 2.334], [-2.333, -0.146, -2.990], [0.380, -2.549, -1.344], [2.603, 3.516, 0.138], [2.486, -0.002, 2.021], [-1.088, -0.749, -1.149], [1.367, 1.589, 0.574], [-1.728, -0.952, 1.011], [-1.121, -0.025, -2.255], [-0.965, -2.079, -1.400], [2.323, 2.458, 0.779], [1.250, 0.495, 1.512], [-1.735, 0.670, 2.077], [-1.213, -0.782, 3.135], [-2.947, -0.627, 2.731], [-2.182, 0.330, -4.029], [-3.167, 0.341, -2.573], [-2.608, -1.191, -3.092], [0.236, -3.577, -1.101], [0.926, -2.118, -0.519], [0.830, -2.381, -2.284], [3.443, 4.108, 0.634], [1.993, 3.967, -0.610], [-1.581, 0.824, -0.038], [2.593, 0.356, 2.994], [3.340, 0.299, 1.398], [2.362, -1.198, 2.080]],
  "forces_ev_per_angstrom": [[0.381, -2.057, 0.992], [1.624, -0.406, 0.962], [0.002, -0.393, -2.686], [-0.128, -0.081, 0.898], [1.845, 2.145, 0.798], [-0.427, -3.022, -1.124], [-0.696, -1.040, 0.252], [-2.110, -0.386, -1.819], [0.202, -1.004, -0.616], [0.939, 1.823, -0.883], [-1.196, 0.487, 1.069], [0.560, -2.113, 2.676], [1.057, 1.665, -0.635], [-0.445, 0.577, 1.279], [-1.042, 0.803, -2.083], [0.139, 0.407, -0.791], [0.186, -0.896, 1.769], [-0.773, 0.959, 1.110], [0.215, -0.175, -0.253], [0.187, -0.858, -0.229], [0.152, 0.448, 0.139], [0.763, 0.052, -0.937], [-1.279, -1.085, -0.960], [-0.567, -0.237, -0.521], [-0.251, 1.474, 0.072], [0.501, 0.549, 1.663], [-0.324, -0.336, 0.126], [0.484, 2.699, -0.270]]
}